[1]
# C44H132O44

A cluster of 22 separate species, C44H132O44 in total in a non-equilibrium geometry (ωB97M-V/def2-TZVPD, the Open Molecules 2025 dataset).

Relative energy (zero: lowest compared OMol25 entry of this formula, charge and spin)   1.0202 eV

```
220
Properties=species:S:1:pos:R:3:mulliken_charge:R:1
C -3.857 -4.486 -2.376 0.27
C -4.965 -4.198 -3.314 -0.56
O -5.433 -5.493 -3.715 -0.55
O -4.298 -5.129 -1.132 -0.60
H -3.306 -3.611 -1.985 -0.25
H -3.118 -5.120 -2.798 0.60
H -4.679 -3.652 -4.233 0.23
H -5.779 -3.639 -2.850 0.32
H -6.399 -5.390 -3.896 0.32
H -4.539 -6.037 -1.384 0.34
C -7.007 0.297 3.827 -0.43
C -8.333 0.648 3.184 -0.56
O -8.499 2.034 3.012 -0.55
O -5.771 0.695 3.194 -0.42
H -7.011 -0.774 3.971 0.26
H -6.992 0.597 4.861 0.53
H -9.134 0.229 3.810 0.37
H -8.323 0.159 2.188 0.21
H -8.397 2.238 2.091 0.33
H -5.751 0.522 2.245 0.03
C 2.171 -1.687 -4.772 0.07
C 3.101 -0.883 -3.953 0.41
O 2.752 0.513 -3.850 1.27
O 2.001 -1.372 -6.086 -0.77
H 1.214 -1.701 -4.235 -0.46
H 2.573 -2.704 -4.816 0.40
H 4.143 -0.942 -4.319 0.17
H 3.011 -1.378 -2.977 -0.48
H 2.266 0.619 -3.021 -0.76
H 1.279 -0.732 -6.275 0.49
C 0.282 7.055 -0.276 -0.73
C -0.086 6.213 0.949 -0.26
O 0.799 5.060 0.996 -0.41
O 0.425 6.190 -1.404 -0.39
H 1.269 7.581 -0.090 0.21
H -0.426 7.828 -0.538 0.44
H -1.133 5.900 0.890 0.04
H 0.106 6.735 1.851 0.59
H 1.141 5.029 0.088 0.09
H -0.447 6.140 -1.851 0.20
C -2.186 0.403 6.764 -1.13
C -2.630 0.915 5.413 1.43
O -4.076 0.959 5.421 -0.60
O -2.659 -0.925 7.111 -0.58
H -2.570 1.151 7.489 0.47
H -1.099 0.461 6.914 0.20
H -2.240 0.209 4.680 -0.44
H -2.199 1.874 5.218 0.37
H -4.510 0.969 4.558 0.34
H -3.614 -0.762 7.174 0.40
C 5.880 2.572 -4.730 0.72
C 4.867 2.503 -5.833 -0.54
O 3.542 2.638 -5.339 -0.59
O 7.165 2.301 -5.245 -0.53
H 5.625 1.832 -3.987 -0.40
H 5.644 3.474 -4.178 0.02
H 4.970 1.514 -6.318 0.32
H 4.954 3.334 -6.603 0.35
H 3.209 1.787 -5.054 0.04
H 7.421 2.996 -5.836 0.35
C 4.194 -3.699 3.575 -0.47
C 4.945 -2.924 2.511 0.04
O 5.305 -3.789 1.476 -0.57
O 3.134 -4.462 3.049 -0.59
H 3.862 -2.903 4.268 0.09
H 4.850 -4.276 4.189 0.48
H 5.825 -2.474 2.952 0.46
H 4.296 -2.121 2.122 -0.17
H 4.774 -4.590 1.477 0.27
H 2.667 -3.884 2.448 0.08
C -0.025 -3.512 0.588 2.02
C -0.825 -4.796 0.780 -0.92
O -1.092 -5.420 -0.462 -0.56
O 0.567 -3.116 1.817 0.70
H -0.683 -2.706 0.237 -0.76
H 0.749 -3.594 -0.177 -0.42
H -1.748 -4.598 1.358 0.37
H -0.208 -5.583 1.264 0.09
H -2.039 -5.614 -0.500 0.26
H -0.151 -2.934 2.448 -0.47
C -1.972 3.883 -3.138 -0.19
C -2.253 4.117 -1.602 -0.02
O -2.419 5.454 -1.404 -0.47
O -1.101 4.809 -3.661 -0.61
H -2.900 4.062 -3.654 0.49
H -1.605 2.920 -3.385 -0.10
H -1.375 3.769 -1.067 -0.46
H -3.133 3.570 -1.278 0.69
H -3.316 5.688 -1.621 0.37
H -0.203 4.410 -3.715 0.33
C -1.648 3.120 2.046 -0.23
C -2.484 1.859 2.318 0.74
O -3.134 1.560 1.105 -0.64
O -0.590 3.385 3.039 -0.42
H -2.266 4.009 2.002 0.60
H -1.039 3.099 1.175 -0.01
H -3.200 2.105 3.125 0.67
H -1.866 1.066 2.747 -1.01
H -3.501 0.673 1.186 -0.60
H -0.184 4.258 2.737 0.09
C -5.470 -1.766 0.801 -1.03
C -3.982 -2.028 0.748 0.31
O -3.311 -1.236 1.741 2.12
O -5.711 -0.384 0.666 -0.65
H -5.782 -2.062 1.782 0.34
H -5.967 -2.408 0.074 0.22
H -3.571 -1.735 -0.227 -0.98
H -3.713 -3.089 0.863 0.47
H -3.356 -1.815 2.535 -1.02
H -5.462 -0.098 -0.248 0.18
C 1.801 3.384 6.791 -0.13
C 2.272 4.760 7.018 -0.46
O 1.953 5.544 5.824 -0.54
O 2.579 2.887 5.700 -0.68
H 0.753 3.271 6.498 0.09
H 1.994 2.796 7.669 0.32
H 3.330 4.812 7.060 0.29
H 1.760 5.210 7.900 0.33
H 2.201 4.997 5.090 0.30
H 2.000 2.247 5.270 0.33
C 0.896 -0.708 -0.503 -0.68
C -0.227 0.013 0.301 0.72
O -1.152 0.619 -0.577 2.09
O 1.710 0.323 -1.149 1.69
H 0.419 -1.294 -1.286 -0.03
H 1.462 -1.388 0.132 0.11
H 0.162 0.730 0.991 0.48
H -0.734 -0.809 0.820 -0.86
H -1.992 0.923 -0.146 -1.31
H 1.733 1.081 -0.503 -1.14
C 1.365 -1.049 4.732 -0.79
C 0.863 0.015 3.810 2.79
O 0.308 1.056 4.602 0.10
O 0.389 -1.555 5.597 -0.64
H 2.239 -0.625 5.229 0.63
H 1.821 -1.836 4.150 -0.24
H 0.122 -0.362 3.100 -1.03
H 1.740 0.346 3.254 -1.55
H -0.003 1.807 4.061 -0.16
H 0.079 -0.834 6.166 0.22
C 2.781 -5.137 -0.332 -0.02
C 3.186 -3.984 -1.287 2.04
O 3.566 -4.392 -2.552 -0.65
O 3.962 -5.904 0.066 -0.67
H 2.093 -5.864 -0.875 0.23
H 2.223 -4.782 0.505 -0.45
H 4.040 -3.474 -0.800 -0.14
H 2.352 -3.325 -1.400 -1.06
H 4.436 -4.022 -2.732 0.51
H 4.254 -6.410 -0.724 0.34
C 5.997 -1.406 -1.864 0.43
C 6.954 -0.565 -2.703 -0.62
O 6.869 0.752 -2.183 -0.55
O 5.862 -2.804 -2.247 -0.61
H 5.014 -0.936 -1.810 -0.44
H 6.431 -1.372 -0.855 0.45
H 6.623 -0.637 -3.726 0.28
H 7.929 -1.066 -2.667 0.36
H 7.343 1.368 -2.718 0.29
H 6.276 -3.288 -1.539 0.32
C -1.602 2.353 -6.401 -0.79
C -0.164 1.736 -6.195 0.03
O -0.225 0.315 -6.261 -0.74
O -2.614 1.757 -5.611 -0.66
H -1.989 2.311 -7.429 0.39
H -1.654 3.417 -6.284 0.41
H 0.301 2.072 -5.276 -0.02
H 0.401 2.191 -7.025 0.42
H -0.877 -0.146 -5.699 0.32
H -2.290 1.216 -4.866 0.07
C -1.003 -3.399 -3.590 -0.23
C 0.105 -4.368 -3.883 -0.28
O -0.227 -5.648 -3.382 -0.63
O -1.133 -2.952 -2.241 1.08
H -1.899 -3.909 -3.911 0.28
H -1.002 -2.452 -4.131 -0.05
H 0.997 -3.950 -3.426 -0.30
H 0.331 -4.419 -5.000 0.40
H 0.479 -6.202 -3.048 0.37
H -1.138 -3.784 -1.725 -0.65
C 4.263 1.278 0.998 -0.57
C 3.464 2.101 2.013 -0.58
O 2.167 2.267 1.511 0.76
O 3.749 -0.068 0.893 0.48
H 5.263 1.110 1.425 0.40
H 4.428 1.746 0.019 0.00
H 3.921 3.058 2.188 0.43
H 3.466 1.575 2.951 0.18
H 1.815 3.162 1.581 -0.13
H 3.490 -0.319 0.012 -0.53
C -2.063 -3.802 4.673 -0.63
C -3.533 -3.620 5.084 -0.52
O -4.328 -3.896 3.914 -0.61
O -1.577 -2.586 4.025 0.14
H -1.802 -4.685 4.112 0.41
H -1.570 -3.953 5.642 0.36
H -3.739 -2.592 5.403 0.19
H -3.749 -4.302 5.905 0.48
H -4.979 -3.237 3.777 0.29
H -0.858 -2.280 4.594 0.08
C 2.517 3.763 -2.279 1.26
C 3.563 4.784 -1.893 -0.44
O 3.008 6.103 -1.601 -0.53
O 1.898 4.151 -3.529 -0.47
H 1.742 3.579 -1.549 -0.83
H 3.083 2.898 -2.560 0.05
H 4.304 4.782 -2.728 0.16
H 4.039 4.471 -0.987 0.25
H 2.298 6.173 -2.228 0.31
H 2.341 3.764 -4.305 0.35
C -2.814 -0.396 -2.852 -0.05
C -3.908 0.673 -2.485 0.11
O -5.133 0.066 -2.043 -0.53
O -1.596 0.165 -3.289 1.82
H -3.182 -1.005 -3.637 1.05
H -2.611 -1.045 -1.992 -1.08
H -4.163 1.390 -3.271 0.61
H -3.503 1.294 -1.677 -0.82
H -5.678 0.011 -2.831 0.31
H -1.094 0.414 -2.489 -1.13
```



[2]
# C44H24I4N4O3RuS2

A structure of composition C44H24I4N4O3RuS2 in a non-equilibrium geometry (ωB97M-V/def2-TZVPD, the Open Molecules 2025 dataset).

Charge   -1
Spin multiplicity   2

```
82
Properties=species:S:1:pos:R:3:mulliken_charge:R:1
Ru -0.115 0.049 -1.146 0.55
I 6.710 -6.792 -2.764 0.04
C 5.206 -5.328 -2.474 -0.03
C 5.004 -4.800 -1.212 -0.71
C 4.038 -3.822 -1.041 0.19
C 3.274 -3.379 -2.117 -0.91
C 3.482 -3.946 -3.369 0.15
C 4.452 -4.914 -3.555 -0.71
C 2.245 -2.328 -1.923 1.47
C 2.682 -1.009 -1.844 -0.08
C 4.047 -0.594 -1.946 -1.29
C 4.067 0.752 -1.763 -1.40
C 2.712 1.167 -1.556 0.02
C 2.310 2.481 -1.319 1.47
C 3.354 3.532 -1.356 -0.99
C 3.810 3.982 -2.591 0.19
C 4.768 4.974 -2.673 -0.69
C 5.275 5.515 -1.507 -0.05
I 6.739 7.044 -1.632 0.05
C 4.841 5.084 -0.268 -0.65
C 3.874 4.096 -0.196 0.10
C 0.978 2.902 -1.160 0.01
N -0.124 2.097 -1.215 0.16
C -1.217 2.914 -1.120 0.05
C -2.551 2.487 -1.036 1.35
C -3.592 3.540 -0.955 -0.89
C -4.022 4.151 -2.128 0.09
C -5.013 5.115 -2.104 -0.71
C -5.559 5.481 -0.889 -0.04
I -7.092 6.949 -0.849 0.04
C -5.128 4.912 0.295 -0.68
C -4.145 3.936 0.257 0.10
C -2.974 1.160 -1.022 0.13
C -4.332 0.746 -0.853 -1.33
C -4.344 -0.613 -0.893 -1.33
C -2.993 -1.040 -1.105 0.04
N -2.177 0.056 -1.168 0.13
C -2.587 -2.373 -1.223 1.36
C -1.254 -2.784 -1.432 0.09
C -0.840 -4.136 -1.594 -1.23
C 0.511 -4.114 -1.803 -1.39
C 0.915 -2.754 -1.776 0.01
N -0.174 -1.957 -1.554 0.09
C -3.627 -3.423 -1.170 -0.28
C -4.609 -3.484 -2.156 -0.18
C -5.588 -4.458 -2.134 -0.68
C -5.586 -5.389 -1.114 -0.12
I -7.093 -6.884 -1.088 0.04
C -4.621 -5.357 -0.125 -0.60
C -3.648 -4.374 -0.153 -0.26
C -0.793 4.268 -1.011 -1.36
C 0.573 4.259 -1.023 -1.26
N 1.889 0.083 -1.630 0.20
H 5.578 -5.145 -0.364 0.39
H 3.869 -3.403 -0.060 0.55
H 2.881 -3.626 -4.206 0.49
H 4.610 -5.342 -4.533 0.38
H 4.876 -1.247 -2.143 0.51
H 4.917 1.407 -1.760 0.52
H 3.401 3.558 -3.495 0.49
H 5.103 5.325 -3.637 0.38
H 5.240 5.514 0.639 0.40
H 3.522 3.756 0.767 0.54
H -3.580 3.858 -3.069 0.51
H -5.354 5.572 -3.021 0.38
H -5.550 5.227 1.238 0.39
H -3.802 3.482 1.173 0.61
H -5.159 1.411 -0.698 0.49
H -5.182 -1.270 -0.761 0.55
H -1.477 -4.998 -1.562 0.52
H 1.175 -4.943 -1.947 0.50
H -4.598 -2.761 -2.957 0.53
H -6.345 -4.489 -2.900 0.38
H -4.628 -6.084 0.672 0.38
H -2.907 -4.329 0.631 0.61
H -1.436 5.122 -0.923 0.50
H 1.238 5.097 -0.934 0.50
O -0.804 -1.273 3.591 -0.57
S -0.085 -0.040 3.372 1.02
O 1.262 0.018 3.886 -0.56
O -0.858 1.178 3.458 -0.55
S 0.276 -0.145 1.200 -0.09
```



[3]
# C44H26ClF9N2O3PRuS

A structure of composition C44H26ClF9N2O3PRuS in a non-equilibrium geometry (ωB97M-V/def2-TZVPD, the Open Molecules 2025 dataset).

Relative energy (zero: lowest compared OMol25 entry of this formula, charge and spin)   0.4455 eV
Spin multiplicity   6

```
88
Properties=species:S:1:pos:R:3:mulliken_charge:R:1
Ru 0.550 0.983 -0.266 -0.04
Cl 5.201 2.162 5.166 -0.26
C 4.113 1.537 3.952 0.33
C 3.399 0.370 4.209 -0.87
C 2.522 -0.105 3.256 -0.16
C 2.335 0.554 2.045 0.27
O 1.425 0.029 1.202 0.06
C 3.069 1.725 1.776 0.29
C 2.947 2.498 0.590 -0.39
N 2.097 2.254 -0.432 0.77
C 2.091 3.034 -1.566 0.32
C 3.063 3.973 -1.920 -0.82
C 2.919 4.715 -3.095 -0.78
C 1.838 4.554 -3.932 -1.06
C 0.845 3.600 -3.613 0.79
C -0.290 3.354 -4.398 -0.66
C -1.192 2.376 -4.028 -1.50
C -0.963 1.637 -2.884 0.16
N 0.093 1.855 -2.090 0.64
C 0.990 2.830 -2.429 0.08
C 3.957 2.203 2.768 -1.50
H 3.529 -0.148 5.150 0.46
H 1.932 -0.996 3.435 0.49
H 3.530 3.409 0.548 0.22
H 3.929 4.129 -1.295 0.41
H 3.684 5.438 -3.350 0.39
H 1.736 5.143 -4.835 0.41
H -0.443 3.933 -5.301 0.43
H -2.072 2.167 -4.622 0.49
H -1.632 0.838 -2.602 0.46
H 4.501 3.123 2.591 0.46
O 0.539 3.988 1.502 -0.69
C -0.036 2.979 1.853 0.55
O -0.708 2.174 1.037 -0.44
C 0.001 2.499 3.261 -0.12
C 0.786 3.176 4.190 -0.87
C 0.905 2.710 5.486 -0.63
C 0.225 1.552 5.855 -0.59
C -0.567 0.876 4.941 -0.77
C -0.689 1.351 3.632 1.39
S -1.750 0.527 2.507 -0.12
H 1.311 4.062 3.856 0.47
H 1.524 3.234 6.203 0.44
H 0.312 1.172 6.866 0.39
H -1.102 -0.019 5.238 0.45
F -1.072 -3.067 -6.977 -0.27
C 0.085 -3.005 -6.302 0.82
F 0.612 -4.241 -6.308 -0.25
F 0.917 -2.215 -6.993 -0.27
C -0.120 -2.509 -4.894 0.18
C 0.843 -1.721 -4.286 -1.02
C 0.644 -1.287 -2.984 -0.17
C -0.506 -1.642 -2.280 -0.09
C -1.455 -2.449 -2.901 -0.64
C -1.265 -2.879 -4.205 -0.96
P -0.709 -1.019 -0.564 2.21
C -0.137 -2.447 0.418 0.82
C -0.651 -2.713 1.681 -0.15
C -0.155 -3.771 2.430 -1.16
C 0.865 -4.555 1.918 0.33
C 1.410 -4.276 0.673 -1.36
C 0.911 -3.224 -0.072 -0.51
C 1.418 -5.717 2.698 0.80
F 1.461 -6.830 1.945 -0.26
F 0.686 -5.996 3.785 -0.28
F 2.674 -5.479 3.111 -0.26
C -2.502 -0.911 -0.311 0.21
C -3.285 -2.047 -0.105 -0.69
C -4.655 -1.929 0.036 -1.17
C -5.249 -0.674 -0.022 0.22
C -4.479 0.464 -0.188 -0.79
C -3.102 0.346 -0.324 -0.11
C -6.745 -0.573 0.125 0.71
F -7.369 -1.516 -0.601 -0.26
F -7.122 -0.749 1.402 -0.25
F -7.211 0.616 -0.271 -0.28
H 1.736 -1.439 -4.827 0.48
H 1.394 -0.659 -2.520 0.51
H -2.356 -2.738 -2.378 0.43
H -2.010 -3.496 -4.688 0.45
H -1.429 -2.085 2.097 0.44
H -0.559 -3.978 3.411 0.49
H 2.221 -4.880 0.288 0.42
H 1.343 -3.015 -1.041 0.49
H -2.826 -3.027 -0.049 0.63
H -5.265 -2.809 0.197 0.41
H -4.943 1.441 -0.189 0.52
H -2.498 1.244 -0.393 0.25
```



[4]
# C44H28Cl2CsF3N6O3Se

A structure of composition C44H28Cl2CsF3N6O3Se (ωB97M-V/def2-TZVPD, the Open Molecules 2025 dataset).

Relative energy (zero: lowest compared OMol25 entry of this formula, charge and spin)   0.0000 eV
Charge   -2

```
88
Properties=species:S:1:pos:R:3:mulliken_charge:R:1
Cs -0.128 0.118 -0.474 1.19
C -6.647 -6.839 11.051 -0.83
O -6.527 -7.344 9.740 -0.47
C -5.818 -6.595 8.845 1.04
C -5.204 -5.388 9.148 -0.64
C -4.508 -4.707 8.155 -0.76
C -4.412 -5.208 6.865 0.30
C -5.036 -6.427 6.579 -0.52
C -5.728 -7.111 7.553 -0.56
C -3.693 -4.510 5.796 0.25
N -3.579 -4.949 4.566 -0.79
C -2.848 -3.988 3.906 0.29
C -2.516 -2.963 4.757 0.10
N -3.063 -3.308 5.969 -0.11
C -1.760 -1.816 4.367 0.88
C -1.387 -0.774 5.228 -0.40
C -0.656 0.270 4.730 -1.13
C -0.323 0.252 3.370 -0.29
N -0.669 -0.709 2.542 -0.11
C -1.376 -1.747 3.017 -0.09
C -1.740 -2.824 2.079 -0.72
N -1.368 -2.683 0.796 -0.24
C -1.668 -3.632 -0.067 -0.29
C -2.362 -4.795 0.296 -0.88
C -2.763 -4.952 1.598 -0.43
C -2.457 -3.948 2.525 0.96
H -7.242 -7.563 11.602 0.24
H -7.156 -5.870 11.062 0.34
H -5.670 -6.735 11.531 0.33
H -5.258 -4.962 10.139 0.37
H -4.042 -3.766 8.420 0.25
H -4.963 -6.816 5.573 0.50
H -6.214 -8.053 7.337 0.41
H -3.038 -2.756 6.806 0.18
H -1.688 -0.782 6.269 0.28
H -0.370 1.110 5.345 0.64
H 0.249 1.071 2.946 0.32
H -1.362 -3.452 -1.093 0.56
H -2.580 -5.543 -0.455 0.40
H -3.313 -5.822 1.934 0.53
F 8.086 -4.925 -2.886 -0.28
C 7.050 -4.395 -3.584 0.91
F 7.627 -3.719 -4.612 -0.27
F 6.401 -5.436 -4.148 -0.28
C 6.168 -3.542 -2.744 0.26
C 4.787 -3.546 -2.918 -0.35
C 3.989 -2.716 -2.156 -0.67
C 4.538 -1.845 -1.197 0.57
C 5.938 -1.858 -1.044 -0.76
C 6.737 -2.689 -1.801 -0.54
C 3.716 -0.989 -0.422 0.09
C 2.979 -0.234 0.219 -1.48
H 4.338 -4.203 -3.651 0.41
H 2.915 -2.723 -2.286 0.60
H 6.380 -1.196 -0.311 0.41
H 7.811 -2.682 -1.662 0.36
Cl -1.403 1.796 -5.626 -0.18
C 0.014 2.227 -6.516 1.14
C 0.070 3.465 -7.136 -0.73
C 1.205 3.817 -7.848 -0.29
C 2.273 2.940 -7.939 -0.67
C 2.196 1.707 -7.311 0.94
Cl 3.532 0.616 -7.453 -0.22
C 1.073 1.315 -6.581 -1.75
N 1.025 0.069 -5.940 0.50
C 0.282 -0.963 -6.503 0.66
C -0.208 -0.895 -7.807 -0.48
C -0.932 -1.948 -8.348 -0.67
C -1.176 -3.086 -7.600 -0.73
C -0.666 -3.163 -6.308 -0.55
C 0.067 -2.134 -5.742 0.52
C 0.672 -2.279 -4.370 -1.28
C 0.031 -1.360 -3.309 0.85
O -0.836 -1.848 -2.560 -0.76
O 0.460 -0.171 -3.257 -1.05
H -0.770 4.140 -7.052 0.41
H 1.259 4.784 -8.332 0.35
H 3.166 3.201 -8.489 0.41
H 0.994 0.099 -4.900 0.14
H -0.027 -0.007 -8.402 0.39
H -1.308 -1.868 -9.361 0.35
H -1.746 -3.908 -8.014 0.35
H -0.835 -4.056 -5.716 0.39
H 1.737 -2.034 -4.429 0.48
H 0.564 -3.309 -4.033 0.36
Se -2.779 2.751 5.151 -0.40
C -4.033 4.051 4.922 0.12
N -4.832 4.880 4.778 -0.64
```



Number 1: E_tot -137849.3716 eV. Number 2: E_tot -114778.9483 eV. Number 3: E_tot -114860.2737 eV. Number 4: E_tot -160261.4317 eV.